The following is a quantum chemistry calculation of a 21-piece molecular cluster, C54H118N10O51S2 overall in a non-equilibrium geometry, from the OMol25 dataset.

CARTESIAN COORDINATES (ANGSTROEM)
C 3.10707 -4.76331 -2.55567
C 4.24085 -4.12537 -3.32794
O 4.99660 -3.33863 -2.34301
C 6.35236 -3.50182 -2.33297
O 7.00953 -4.32213 -2.86742
O 6.84191 -2.59591 -1.47143
C 8.20760 -2.64454 -1.17193
H 3.42647 -4.99473 -1.54897
H 2.88873 -5.71993 -3.02496
H 2.18671 -4.16582 -2.49000
H 3.92862 -3.44156 -4.11607
H 4.91920 -4.85978 -3.79855
H 8.75597 -2.70697 -2.13151
H 8.47130 -3.53060 -0.54772
H 8.47108 -1.73053 -0.65009
C 3.06678 -2.15413 6.46969
C 3.17787 -3.41197 7.31575
O 2.05462 -3.38177 8.20402
C 0.84413 -3.82142 7.90118
O -0.10568 -3.74148 8.59815
O 0.83105 -4.35428 6.64259
C -0.39799 -4.78508 6.09807
H 2.11062 -2.15453 5.89376
H 3.94148 -1.86070 5.87598
H 2.92111 -1.33686 7.19284
H 4.07715 -3.42932 7.94112
H 3.15670 -4.28551 6.65399
H -0.18540 -5.38306 5.22423
H -0.97924 -3.90705 5.78035
H -1.03568 -5.33160 6.80486
C 1.57942 -0.99406 -2.37728
C 0.68379 -0.03481 -1.59814
O 0.29526 -0.71930 -0.39748
C -0.52173 0.10919 0.34662
O -0.81803 1.26029 0.03941
O -0.97729 -0.53477 1.43906
C -1.80146 0.16478 2.28952
H 1.70331 -0.64734 -3.41816
H 1.11396 -1.97353 -2.48211
H 2.58708 -1.11866 -2.01522
H -0.17110 0.33730 -2.19525
H 1.23299 0.83056 -1.26511
H -1.82882 -0.31269 3.25716
H -2.82924 0.16105 1.94848
H -1.47830 1.21033 2.31432
C -1.66491 4.79738 0.90038
C -1.16683 4.92986 2.32687
O -2.05030 4.20521 3.16159
C -1.54867 4.15538 4.44545
O -0.54556 4.70427 4.85927
O -2.33907 3.37355 5.20018
C -2.02128 3.25100 6.58771
H -0.85844 5.04998 0.23927
H -2.51627 5.44300 0.61553
H -1.93538 3.77569 0.60498
H -1.14614 5.97311 2.68296
H -0.13326 4.55369 2.35169
H -2.02257 4.23415 7.02480
H -1.04568 2.79580 6.67103
H -2.80963 2.62250 7.01120
C 3.49223 -1.64485 -8.55254
C 3.09074 -2.31098 -7.27089
O 4.21458 -2.30997 -6.33392
C 4.44809 -1.13330 -5.73147
O 3.77477 -0.13018 -5.87200
O 5.60128 -1.28254 -4.99371
C 5.84208 -0.23094 -4.05228
H 2.66467 -1.32161 -9.18400
H 4.20728 -2.26444 -9.10955
H 4.02924 -0.74613 -8.28733
H 2.92698 -3.38199 -7.39053
H 2.21852 -1.85536 -6.79195
H 5.09207 -0.27884 -3.24756
H 5.83402 0.77884 -4.49785
H 6.81307 -0.35871 -3.56756
C -4.28850 2.20192 -0.04575
C -5.02052 3.36375 0.50518
O -5.83621 4.12294 -0.47102
C -6.44640 5.12839 0.14729
O -6.54584 5.32160 1.36126
O -7.02656 5.90756 -0.75010
C -7.66816 7.05750 -0.13035
H -3.72057 2.29420 -0.96886
H -5.01670 1.39400 -0.23920
H -3.70656 1.71648 0.73990
H -4.36812 4.08912 1.00550
H -5.72865 2.99273 1.26859
H -8.25628 6.81961 0.76178
H -8.34229 7.49880 -0.86746
H -6.86410 7.76868 0.03852
C 4.84445 8.05433 -0.83897
C 3.53983 7.32312 -0.69243
O 3.88521 5.94978 -0.38642
C 2.81356 5.16943 -0.14664
O 1.67308 5.56610 -0.13563
O 3.19385 3.97297 0.19302
C 2.17400 3.02704 0.47512
H 5.43436 8.12179 0.06302
H 4.64513 9.07484 -1.21898
H 5.39497 7.53806 -1.62220
H 2.89117 7.35745 -1.59343
H 2.94595 7.70879 0.13268
H 1.45379 3.28939 1.26048
H 2.62095 2.06092 0.72931
H 1.64024 2.80920 -0.44817
C -3.41205 -1.67701 -1.20325
C -2.42167 -2.63821 -1.84297
O -2.09255 -3.61384 -0.95872
C -1.25524 -4.59803 -1.42088
O -0.74026 -4.50479 -2.49381
O -1.11453 -5.59301 -0.57811
C -0.11045 -6.51671 -0.86277
H -4.30223 -2.29066 -1.04478
H -3.64460 -0.80337 -1.80662
H -3.06881 -1.30742 -0.21745
H -1.47068 -2.09492 -2.08387
H -2.81079 -3.00976 -2.78732
H 0.08036 -7.13253 0.00064
H 0.85901 -6.05233 -1.14527
H -0.43714 -7.14303 -1.71445
C -1.60575 -0.24225 9.03457
C -0.94457 -0.79792 7.78397
O -0.65783 0.34252 6.93639
C -0.11774 0.00633 5.78337
O 0.11206 -1.13762 5.41977
O 0.28339 1.07572 5.08808
C 1.21777 0.88078 4.03621
H -2.59336 0.17565 8.83423
H -0.99964 0.55202 9.46555
H -1.69597 -1.07293 9.73457
H -1.53280 -1.56087 7.27189
H 0.00801 -1.17878 8.13689
H 0.61917 0.65650 3.12959
H 2.00070 0.11064 4.18022
H 1.72891 1.84231 3.88811
C 3.96354 3.38795 -3.99447
N 3.41084 2.62156 -2.83188
O 2.19158 2.42884 -2.78709
O 4.16688 2.13683 -2.00675
H 3.82558 2.70425 -4.84937
H 5.02974 3.56235 -3.91884
H 3.29488 4.21988 -4.15907
C 0.47742 -6.61146 -4.85365
N -0.76758 -7.35411 -4.72733
O -0.74507 -8.41369 -4.11888
O -1.79725 -6.81212 -5.12504
H 0.53158 -5.70483 -4.23467
H 0.50992 -6.27446 -5.88296
H 1.27138 -7.31512 -4.67393
C -4.21472 2.61624 -4.33789
N -3.65275 1.21789 -4.28587
O -2.60687 1.08092 -3.66754
O -4.28339 0.36083 -4.84543
H -3.48018 3.29439 -3.91659
H -5.17610 2.57650 -3.80325
H -4.40164 2.78040 -5.41470
C -0.69125 3.73673 -2.44220
N -0.32498 5.11689 -2.92496
O 0.80703 5.28774 -3.36668
O -1.18548 5.95987 -2.95600
H -0.30901 2.98876 -3.11585
H -1.76560 3.62737 -2.37313
H -0.15992 3.67697 -1.50308
C -5.71789 4.56819 4.39926
N -5.70078 3.27009 5.14368
O -5.28771 3.24936 6.28417
O -6.04184 2.25658 4.58513
H -5.91092 5.38311 5.11074
H -6.47284 4.61258 3.61598
H -4.74265 4.69761 3.93435
C 6.02835 1.27986 2.20107
N 4.84613 0.82142 2.91360
O 3.79192 0.96444 2.33268
O 4.97670 0.32149 4.03833
H 6.78955 1.43274 2.97742
H 5.78474 2.14546 1.59215
H 6.38153 0.43593 1.58368
C -7.00005 -0.43348 3.11663
N -6.05559 -0.49247 2.01304
O -6.39406 -1.17055 1.04447
O -5.04655 0.16037 2.11153
H -7.74639 0.35311 2.92918
H -6.44256 -0.28611 4.05862
H -7.46706 -1.39958 3.19050
C -3.71564 -0.30423 5.29796
N -4.32806 -0.76415 6.59819
O -4.08903 -1.91805 6.98737
O -4.96291 0.03611 7.21363
H -4.04507 -1.02629 4.57382
H -2.62802 -0.21188 5.37761
H -4.05321 0.69585 4.97789
C -2.19443 -4.03483 2.54934
N -3.57776 -3.69222 3.02488
O -3.95814 -2.53427 2.81665
O -4.21856 -4.58995 3.53314
H -2.17049 -4.38374 1.50140
H -1.82653 -4.88202 3.14498
H -1.56892 -3.13880 2.64736
C -2.09271 -3.14069 -5.41897
N -0.77776 -2.49924 -5.35030
O -0.66137 -1.38840 -4.87865
O 0.15863 -3.12839 -5.78030
H -1.97633 -4.19263 -5.17993
H -2.49852 -3.04177 -6.43973
H -2.75923 -2.62304 -4.74483
C -1.31193 1.56207 -7.13831
C -0.08711 1.80658 -6.26738
C 1.07386 1.25695 -7.07656
S 0.76532 1.51120 -8.78427
O 0.75166 0.22053 -9.44588
O 1.57846 2.62248 -9.20766
C -0.89092 2.04534 -8.58139
H -2.17646 2.12561 -6.85694
H -1.61487 0.50417 -7.12139
H -0.12002 1.27946 -5.31196
H -0.02220 2.88220 -6.04033
H 1.15381 0.17591 -6.91690
H 2.04151 1.72899 -6.86309
H -1.49184 1.59498 -9.38287
H -0.90727 3.14003 -8.56170
C 2.73495 -2.30553 1.24011
C 2.91730 -2.59992 2.73511
C 2.92434 -4.10490 2.92203
S 1.88959 -4.79226 1.69184
O 0.73692 -5.44989 2.25791
O 2.68508 -5.60952 0.80805
C 1.53307 -3.24237 0.85656
H 3.66850 -2.52703 0.66288
H 2.47029 -1.27582 1.05139
H 2.11016 -2.15504 3.34098
H 3.83451 -2.18539 3.12750
H 2.57512 -4.41055 3.89371
H 3.90208 -4.58151 2.79832
H 0.60610 -2.81929 1.25578
H 1.43067 -3.43097 -0.18987

**Total energy**: -198879.2349 eV
**HOMO-LUMO gap**: 9.938 eV
**E_LUMO**: -0.61 eV
**Highest occupied orbital energy**: -10.553 eV